(1)
90
Properties=species:S:1:pos:R:3:forces:R:3:lowdin_charge:R:1 method="wB97M-V/def2-TZVPD" homo_ev="-5.32 / -6.02" largest_force_ha_per_bohr=0.01962 s_squared=6.098 orbital_gap_ev="5.42 / 5.67" spin_multiplicity=5
Fe -0.025 -0.800 -0.198 0.0 -0.3 0.4 -0.0565
F 8.294 -3.874 1.047 -0.1 -0.1 -0.1 0.1367
C 7.413 -4.518 0.253 0.1 0.0 0.0 -0.5791
F 7.211 -5.733 0.792 0.0 0.1 0.0 0.1317
F 8.035 -4.708 -0.931 0.0 0.0 0.1 0.1344
C 6.142 -3.741 0.086 -0.1 0.0 0.0 -0.1270
C 4.935 -4.237 0.545 0.1 0.0 0.0 -0.0075
C 3.773 -3.499 0.351 -0.1 0.0 -0.1 -0.0681
C 3.811 -2.274 -0.299 -0.1 -0.3 -0.1 -0.3357
C 5.041 -1.779 -0.740 0.1 -0.1 0.0 -0.0730
C 6.200 -2.507 -0.554 0.0 0.0 0.0 -0.0011
P 2.264 -1.267 -0.479 0.2 0.6 0.4 1.0586
C 2.443 -0.640 -2.170 0.0 -0.1 -0.2 -0.2926
C 2.967 -1.432 -3.161 0.2 0.2 0.4 -0.0818
C 2.862 -1.104 -4.517 0.0 0.0 -0.1 0.0028
C 2.178 0.078 -4.881 -0.1 0.1 -0.1 -0.1479
C 1.583 0.868 -3.954 0.2 0.1 0.1 0.0353
C 1.548 0.519 -2.504 -0.2 -0.2 -0.3 -0.2724
C 2.129 0.477 -6.325 -0.1 0.1 -0.1 -0.5722
F 2.214 -0.584 -7.154 0.0 0.1 0.1 0.1268
F 3.141 1.308 -6.660 -0.1 -0.1 0.0 0.1330
F 0.984 1.126 -6.638 0.2 -0.1 0.0 0.1228
C 2.882 0.047 0.662 0.0 0.0 -0.1 -0.3683
C 3.517 1.220 0.263 -0.1 0.0 0.0 -0.0745
C 3.828 2.195 1.197 0.0 0.0 0.0 -0.0074
C 3.538 1.986 2.538 0.0 0.0 0.0 -0.1351
C 2.980 0.789 2.960 0.0 0.1 0.0 -0.0177
C 2.645 -0.168 2.020 0.1 0.0 -0.1 -0.1185
C 3.810 3.094 3.507 0.0 0.1 0.1 -0.5734
F 3.153 4.226 3.164 0.1 -0.1 0.0 0.1288
F 3.428 2.790 4.764 0.1 0.0 -0.1 0.1247
F 5.120 3.419 3.561 -0.1 0.0 0.0 0.1344
H 4.903 -5.195 1.046 0.0 0.0 0.0 0.1182
H 2.825 -3.889 0.703 0.0 0.0 0.0 0.1039
H 5.085 -0.823 -1.245 0.0 0.0 0.0 0.1096
H 7.151 -2.125 -0.905 0.0 0.0 0.0 0.1265
H 3.499 -2.335 -2.888 0.0 0.0 0.0 0.1056
H 3.299 -1.738 -5.274 0.0 0.0 0.0 0.1135
H 1.083 1.778 -4.263 0.0 0.0 0.0 0.1282
H 1.816 1.406 -1.913 0.0 0.0 0.0 0.1330
H 3.756 1.383 -0.781 0.0 0.0 0.0 0.1059
H 4.288 3.125 0.886 0.0 0.0 0.0 0.1262
H 2.774 0.626 4.009 0.0 0.0 0.0 0.1195
H 2.162 -1.087 2.331 0.0 0.0 0.0 0.0977
N -3.122 -3.434 0.962 0.1 0.2 -0.2 0.0992
C -2.465 -2.337 1.393 -0.2 -0.1 0.1 -0.7985
S -0.770 -2.321 1.362 0.1 -0.3 0.2 0.6649
N -3.183 -1.319 1.898 0.1 0.1 0.0 0.0776
C -4.556 -1.268 2.220 -0.4 0.0 -0.1 -0.2193
C -5.316 -2.393 2.540 0.1 0.0 0.1 -0.0397
C -6.662 -2.256 2.845 -0.1 0.0 0.0 -0.0787
C -7.270 -1.011 2.850 0.0 0.0 0.0 -0.0874
C -6.507 0.113 2.567 -0.1 0.0 0.0 -0.0730
C -5.165 -0.013 2.258 0.1 -0.1 -0.1 -0.0165
H -2.532 -4.109 0.503 0.0 0.0 0.0 0.0948
H -4.061 -3.336 0.606 0.0 -0.1 0.1 0.1067
H -2.661 -0.467 2.061 0.1 -0.1 0.1 0.1029
H -4.860 -3.370 2.595 0.0 0.0 0.0 0.1051
H -7.239 -3.137 3.094 0.0 0.0 0.0 0.1072
H -8.322 -0.917 3.084 0.0 0.0 0.0 0.1037
H -6.958 1.097 2.581 0.0 0.0 0.0 0.1033
H -4.577 0.866 2.043 0.1 0.1 -0.1 0.0929
N -1.884 1.856 2.823 -0.1 0.1 -0.1 0.0991
C -1.494 2.098 1.535 0.4 -0.2 0.0 -0.8008
S -0.082 1.427 0.928 -0.1 0.6 0.4 0.7992
N -2.281 2.846 0.720 0.0 0.0 0.0 0.0622
C -3.588 3.340 0.894 -0.3 0.1 0.1 -0.2448
C -4.028 3.965 2.059 0.1 -0.1 -0.1 -0.0406
C -5.347 4.381 2.166 -0.1 0.0 0.1 -0.0803
C -6.235 4.208 1.117 0.0 0.0 0.0 -0.0922
C -5.778 3.651 -0.071 -0.1 0.0 0.0 -0.0759
C -4.468 3.226 -0.185 0.1 -0.1 0.0 -0.0222
H -1.138 1.488 3.394 0.0 -0.1 0.0 0.0972
H -2.476 2.525 3.288 -0.1 -0.1 0.0 0.0720
H -1.962 2.801 -0.237 0.1 0.0 0.0 0.0986
H -3.343 4.175 2.870 0.0 0.0 0.0 0.1072
H -5.676 4.861 3.080 0.0 0.0 0.0 0.1079
H -7.266 4.518 1.215 0.0 0.0 0.0 0.1039
H -6.450 3.543 -0.912 0.0 0.0 0.0 0.1083
H -4.114 2.784 -1.109 0.0 0.0 0.0 0.1158
C -0.946 -1.317 -3.646 0.1 0.0 0.1 -0.0743
O -0.330 -1.124 -2.374 -0.2 -0.3 -0.9 -0.2596
C 0.112 0.183 -1.983 0.2 0.3 0.4 -0.5105
C -0.901 1.270 -2.290 0.1 -0.3 -0.2 -0.1179
H -0.517 -0.644 -4.389 0.0 0.0 0.0 0.0796
H -2.027 -1.152 -3.591 0.0 0.0 0.0 0.0849
H -0.755 -2.346 -3.948 0.0 0.0 0.0 0.0899
H -1.103 1.402 -3.361 -0.1 0.1 0.0 0.0708
H -0.529 2.219 -1.898 0.0 0.0 0.0 0.0615
H -1.853 1.025 -1.805 0.0 0.1 0.0 0.0680

(2)
81
Properties=species:S:1:pos:R:3:forces:R:3:lowdin_charge:R:1 method="wB97M-V/def2-TZVPD" homo_ev="-4.55 / -7.49" largest_force_ha_per_bohr=0.10395 s_squared=6.040 orbital_gap_ev="4.91 / 4.89" spin_multiplicity=5
C -1.470 -0.479 -3.610 -0.1 0.5 -0.3 -0.0433
C -1.019 -1.723 -2.928 0.4 -1.0 0.3 -0.2307
H -1.118 -0.428 -4.646 -0.1 0.1 0.2 0.0668
H -1.107 0.407 -3.064 -0.1 -0.3 -0.2 0.0563
H -2.573 -0.420 -3.632 0.4 0.0 0.1 0.0987
C -0.475 -2.790 -3.536 -0.5 0.4 0.3 -0.1164
C -0.215 -2.918 -4.997 0.2 -0.1 -0.5 -0.1009
H -0.235 -3.679 -2.951 0.0 0.2 0.0 0.0999
H -0.233 -1.961 -5.530 0.0 -0.3 0.1 0.0614
H -0.937 -3.589 -5.482 0.0 0.1 0.1 0.0776
H 0.768 -3.376 -5.154 0.0 0.1 -0.1 0.0668
Ir -0.120 0.440 0.763 -3.1 -1.2 -1.9 1.2460
Cl 0.239 2.425 -0.320 0.4 1.7 -0.7 0.1740
C -0.520 -2.103 2.411 1.5 1.3 -0.7 -0.2271
O 0.274 -1.224 1.941 -1.0 -3.3 2.3 -0.1818
N -0.049 -3.061 3.189 -0.1 -0.4 0.2 -0.1571
C 1.358 -3.111 3.569 0.0 -0.2 -0.1 -0.0164
C -0.870 -4.187 3.617 0.0 0.1 0.0 -0.0327
H -1.602 -2.110 2.198 0.4 0.0 0.0 0.1460
H 1.840 -2.150 3.371 -0.2 -0.3 0.0 0.0935
H 1.869 -3.911 3.009 -0.1 0.3 0.1 0.0963
H 1.410 -3.355 4.637 0.1 0.1 -0.2 0.0926
H -1.907 -4.013 3.317 0.2 -0.1 0.1 0.0960
H -0.804 -4.290 4.707 -0.1 0.0 -0.2 0.0923
H -0.516 -5.118 3.154 -0.1 0.2 0.0 0.0851
H 0.844 2.842 5.598 0.0 -0.1 -0.1 0.0944
H -0.868 4.547 5.070 0.0 0.0 -0.2 0.0930
C 1.246 2.935 4.584 0.2 0.1 0.2 -0.0201
C -0.516 4.608 4.034 0.1 -0.1 -0.2 -0.0244
N 0.189 3.377 3.695 -0.2 0.2 0.1 -0.1678
H 1.648 1.974 4.241 -0.2 0.4 0.1 0.0946
C -0.180 2.618 2.680 1.1 -2.1 -0.1 -0.2809
O 0.384 1.481 2.493 -1.0 2.7 1.3 -0.2166
H -1.370 4.734 3.357 0.2 0.0 0.2 0.0966
H -0.967 3.004 2.019 0.2 -0.2 0.2 0.0956
H 2.039 3.691 4.613 -0.1 -0.1 -0.1 0.0976
H 0.158 5.470 3.939 -0.2 -0.2 0.0 0.0958
H 1.548 0.077 -2.912 0.2 0.0 0.3 0.0960
H 2.529 -2.768 -2.482 0.1 0.2 0.0 0.0862
C 2.486 0.185 -2.348 -0.3 0.0 -0.2 -0.0058
C 3.272 -2.145 -1.965 -0.2 -0.2 0.1 -0.0397
N 2.661 -0.936 -1.425 0.5 0.0 0.4 -0.1504
H 2.463 1.125 -1.791 -0.1 -0.2 -0.1 0.0740
C 2.387 -0.832 -0.128 -0.5 1.8 0.1 -0.2728
O 1.925 0.233 0.396 2.2 -1.9 -1.0 -0.2341
H 3.701 -2.723 -1.139 0.0 0.0 -0.2 0.0933
H 2.621 -1.716 0.496 -0.1 0.2 -0.3 0.1450
H 3.320 0.172 -3.060 -0.1 0.1 0.2 0.0893
H 4.055 -1.870 -2.681 -0.1 -0.1 0.3 0.0923
O -0.362 -0.607 -1.002 0.5 -0.7 0.7 -0.3380
C -1.194 -1.657 -1.404 -0.1 0.0 -0.2 -0.3606
C 0.278 -3.553 -0.471 1.6 -1.9 0.9 -0.0495
C -0.985 -3.000 -0.672 1.9 3.8 -1.7 -0.1819
H 1.156 -2.962 -0.757 -0.5 -0.4 0.2 0.0846
C 0.404 -4.847 0.048 3.4 3.7 -1.6 -0.0987
H -2.250 -1.362 -1.273 0.1 -0.2 0.3 0.1289
C -2.128 -3.722 -0.305 -3.4 -3.5 1.6 -0.0373
H 1.395 -5.289 0.159 -0.3 0.1 -0.1 0.0967
C -0.739 -5.573 0.396 -2.5 -2.7 1.2 -0.1268
C -2.006 -5.011 0.212 -1.3 1.6 -0.7 -0.0892
H -3.107 -3.258 -0.460 0.3 -0.3 0.2 0.1206
H -0.644 -6.584 0.806 -0.1 0.4 -0.2 0.1038
H -2.911 -5.575 0.457 0.4 0.2 0.0 0.1060
Si -0.375 5.078 -1.864 -0.2 0.3 -0.3 0.0817
Cl -0.736 3.429 -3.136 -0.1 0.7 0.0 0.2499
C 1.443 5.233 -1.476 0.4 0.0 0.0 -0.2416
C -1.459 5.092 -0.341 -0.2 -0.2 0.4 -0.2431
C -0.880 6.643 -2.806 0.1 0.0 0.0 -0.2267
H 1.937 4.279 -1.248 -0.3 0.3 0.0 -0.0146
H 1.551 5.892 -0.601 0.0 -0.2 -0.2 0.0346
H 1.980 5.708 -2.308 -0.1 -0.1 0.1 0.0280
H -0.197 6.891 -3.625 0.0 -0.1 0.1 0.0231
H -0.869 7.492 -2.105 0.0 -0.2 -0.1 0.0301
H -1.887 6.579 -3.228 0.1 -0.1 0.1 0.0235
H -1.364 4.167 0.238 -0.1 0.3 -0.3 -0.0604
H -2.517 5.216 -0.595 0.1 0.1 -0.1 0.0360
H -1.162 5.935 0.304 0.0 -0.1 -0.2 0.0348
F -2.867 -0.543 0.821 -0.2 0.3 0.4 0.0242
C -2.104 0.483 1.319 1.9 0.5 -1.1 -0.6473
F -2.711 1.643 0.915 -0.5 -0.4 0.4 0.0148
F -2.255 0.421 2.685 -0.5 0.0 -0.1 0.0207

(3)
14
Properties=species:S:1:pos:R:3:forces:R:3:lowdin_charge:R:1 method="wB97M-V/def2-TZVPD" homo_ev=-9.44 largest_force_ha_per_bohr=0.00736 orbital_gap_ev=10.52
C 2.107 -0.774 -0.800 0.1 0.0 0.0 -0.0470
C 0.702 -0.536 -0.353 0.0 0.0 -0.1 -0.3439
C -0.500 -0.776 -1.056 0.0 -0.1 -0.1 -0.1007
N -1.513 -0.358 -0.330 0.2 0.0 -0.1 0.0774
N -0.949 0.112 0.779 -0.1 0.2 -0.2 -0.2668
C -1.624 1.258 1.364 -0.1 0.1 0.2 -0.0278
N 0.388 0.051 0.791 -0.1 0.1 -0.4 0.1299
H 2.804 -0.231 -0.159 -0.1 -0.1 -0.1 0.0757
H 2.373 -1.836 -0.790 -0.1 0.1 0.0 0.0762
H 2.226 -0.415 -1.828 0.0 -0.1 0.2 0.0776
H -0.662 -1.135 -2.060 0.1 -0.3 0.1 0.1039
H -0.909 1.794 1.984 -0.1 -0.1 0.1 0.0814
H -2.506 0.954 1.928 0.1 0.0 0.0 0.0807
H -1.937 1.892 0.530 0.0 0.1 0.3 0.0834

(4)
29
Properties=species:S:1:pos:R:3:forces:R:3:lowdin_charge:R:1 method="wB97M-V/def2-TZVPD" homo_ev=-6.84 largest_force_ha_per_bohr=0.02690 orbital_gap_ev=3.65
C 1.617 0.373 2.834 -0.4 -0.1 0.2 -0.1570
N 1.226 -0.996 2.500 0.2 -0.1 -0.1 -0.2022
C 1.574 -1.390 1.120 -1.0 0.4 -0.2 -0.3313
In 0.546 -0.080 -0.402 0.7 0.3 0.3 0.6367
C 0.456 -1.072 -2.430 0.3 0.4 -0.2 -0.3039
C 1.618 -0.818 -3.371 -0.7 -0.6 0.0 -0.3155
F 2.632 -0.104 -2.774 0.4 0.1 0.1 -0.0787
C -1.606 0.063 0.289 1.0 0.5 -0.3 -0.8137
Br -2.805 -0.547 -1.139 -0.2 -0.3 0.1 0.6079
C -1.868 1.449 0.859 -0.8 -0.4 -0.4 -0.8065
C -2.775 2.394 0.085 0.1 0.2 0.2 -0.1677
Br -2.558 1.252 2.730 0.0 0.0 0.0 0.6176
H 0.750 0.993 3.047 -0.3 0.2 0.0 0.0553
H 2.225 0.396 3.727 0.4 0.0 0.2 0.0633
H 2.155 0.853 2.027 0.2 0.0 -0.3 0.0499
H 0.225 -1.083 2.608 0.0 0.0 0.1 0.0617
H 2.647 -1.395 0.990 0.3 0.0 0.0 0.0310
H 1.230 -2.418 1.011 0.1 -0.4 -0.1 0.0026
H 1.311 1.514 -0.541 -0.4 -0.2 0.0 -0.0539
H 0.372 -2.202 -2.316 0.6 1.0 -0.6 -0.1032
H -0.460 -0.788 -2.919 -0.5 0.0 0.0 -0.0028
H 1.264 -0.274 -4.237 0.1 0.5 -0.2 0.1090
H 2.015 -1.753 -3.750 0.5 -0.1 0.0 0.0989
H -1.710 -0.655 1.074 -0.2 -0.5 0.2 -0.0331
H -0.926 1.937 1.007 0.4 0.2 0.4 0.0297
H -2.195 3.204 -0.329 0.3 0.2 -0.3 0.0785
H -3.341 1.931 -0.708 0.0 -0.2 -0.1 0.0106
H -3.479 2.854 0.755 -0.3 0.2 0.3 0.0433
Ag -0.141 -3.640 -1.748 -0.6 -0.9 0.8 0.8733

(5)
23
Properties=species:S:1:pos:R:3:forces:R:3:lowdin_charge:R:1 method="wB97M-V/def2-TZVPD" homo_ev="-13.93 / -13.93" largest_force_ha_per_bohr=0.02773 charge=+1 s_squared=0.768 orbital_gap_ev="9.41 / 5.74" spin_multiplicity=2
C -0.054 3.319 -0.139 0.9 -0.1 -0.4 0.0076
C 1.287 -0.220 -1.983 1.0 -0.4 0.9 0.0615
C 2.233 0.543 -1.226 -0.2 0.1 0.3 0.0146
C 0.022 0.277 -2.315 0.4 -0.3 -0.5 -0.0128
C 1.829 1.684 -0.612 0.0 -0.2 -0.2 0.0151
C -0.319 1.500 -1.844 0.1 0.0 0.0 0.0428
C 0.526 2.163 -0.871 -0.8 0.7 -0.4 -0.1440
H 1.589 -1.249 -2.149 -0.3 0.1 -0.5 0.1387
H 3.228 0.174 -1.027 0.0 -0.2 -0.2 0.1326
H -0.580 -0.320 -2.987 -0.3 0.2 0.1 0.1345
H 2.478 2.202 0.073 0.0 0.2 0.1 0.1376
H -1.217 1.984 -2.195 -0.2 0.1 0.3 0.1371
H 0.697 4.040 0.169 0.2 -0.1 0.2 0.1039
H -0.470 2.860 0.759 -0.4 0.2 0.3 0.1290
H -0.789 3.865 -0.715 -0.4 -0.2 0.0 0.1000
C -0.861 -2.958 1.530 1.2 -0.2 0.8 -0.1753
C -1.837 -2.739 2.692 0.8 0.1 0.2 -0.1583
H 0.173 -2.915 1.913 -0.2 0.4 -0.1 0.0604
H -0.868 -3.966 1.137 -0.5 -0.2 -0.3 0.0577
H -0.923 -2.229 0.729 -0.3 0.0 -0.2 0.0381
H -2.606 -3.495 2.710 -0.4 0.1 0.0 0.0605
H -1.301 -2.786 3.644 0.0 -0.3 -0.1 0.0642
H -2.236 -1.734 2.709 -0.5 0.1 -0.3 0.0547

(6)
9
Properties=species:S:1:pos:R:3:forces:R:3:lowdin_charge:R:1 method="wB97M-V/def2-TZVPD" homo_ev=-8.50 largest_force_ha_per_bohr=0.02613 orbital_gap_ev=9.10
N 1.218 -0.342 0.645 0.0 0.0 0.0 0.1874
C 0.442 -0.070 -0.410 -0.1 0.0 0.2 -0.5322
C -0.936 0.230 -0.537 0.0 0.0 0.2 -0.1146
N -1.772 0.382 0.435 -0.8 0.1 0.9 -0.1465
N -2.574 0.536 1.225 0.9 -0.2 -0.9 0.1931
O 0.905 -0.036 -1.610 -0.1 0.0 0.0 -0.0074
H 2.196 -0.538 0.500 -0.1 0.0 0.0 0.1190
H 0.840 -0.409 1.576 0.0 0.0 -0.2 0.1135
H -0.318 0.247 -1.824 0.2 0.0 -0.2 0.1876